(1)
Below is an isolated ion of composition C5H6N3S2 and charge +1 in a non-equilibrium geometry, with properties calculated with ωB97M-V with the def2-TZVPD basis set.

Last column: natural (NBO) charge in e.
Element x y z (Å)
C (-1.1745, -1.2574, 2.4404)  0.354
C (-0.8037, -2.8715, 0.8856)  0.365
C (-0.2904, -0.4383, 0.2854)  -0.105
C (1.4188, 0.0831, -1.9400)  -0.781
C (-0.2875, 2.3897, 0.0390)  -0.769
N (-1.4161, -1.0801, 3.5491)  -0.175
N (-0.6106, -3.9501, 0.6126)  -0.173
N (-0.9449, -1.5463, 1.1021)  -0.480
S (0.1970, -1.0081, -1.2578)  0.575
S (-0.0942, 0.9862, 1.1776)  0.542
H (0.9367, 0.9282, -2.3727)  0.252
H (1.8844, -0.6193, -2.7906)  0.300
H (2.2296, 0.3719, -1.2697)  0.268
H (-1.1448, 2.0380, -0.6555)  0.266
H (0.6601, 2.6208, -0.4722)  0.254
H (-0.5600, 3.3532, 0.6667)  0.308

calculated total energy: -31411.9946 eV
spin multiplicity: 1
relative energy (zero: lowest compared OMol25 entry of this formula, charge and spin): 329.8 kJ/mol
HOMO level: -0.5479 Eh
frontier orbital gap: 8.49 eV
E_LUMO: -6.42 eV
total charge: +1

---

(2)
Below is C29H37IrN4O2PS2 as an isolated structure in a non-equilibrium geometry, with properties calculated with ωB97M-V with the def2-TZVPD basis set.

Last column: Mulliken spin population.
Element x y z (Å)
Ir (0.0805, -0.1374, -0.5002)  0.827
C (0.4985, -2.4199, -4.0658)  -0.001
C (0.0398, -1.5043, -2.9833)  0.028
N (0.4784, -1.5502, -1.7608)  -0.013
N (1.4153, -2.5129, -1.4340)  0.009
C (2.1884, -2.2754, -0.3659)  0.021
N (3.0991, -3.1692, -0.0253)  0.020
S (1.9586, -0.8548, 0.5771)  0.051
C (-0.9070, -0.4094, -3.2098)  -0.014
C (-1.7561, -0.3338, -4.2977)  0.002
C (-2.6312, 0.7393, -4.3833)  -0.004
C (-2.6164, 1.7021, -3.3881)  0.004
C (-1.7465, 1.5586, -2.3201)  -0.013
N (-0.9087, 0.5223, -2.2246)  0.025
H (1.5772, -2.5722, -4.0066)  0.000
H (0.2814, -1.9916, -5.0399)  0.000
H (0.0026, -3.3934, -4.0100)  0.000
H (1.4458, -3.3575, -1.9863)  0.001
H (3.3118, -3.9858, -0.5776)  -0.001
H (3.6936, -2.9780, 0.7675)  0.001
H (-1.7483, -1.1039, -5.0556)  0.000
H (-3.3115, 0.8217, -5.2198)  0.000
H (-3.2697, 2.5622, -3.4263)  0.000
H (-1.6954, 2.2906, -1.5253)  0.001
O (-2.5542, 2.0499, 0.7157)  -0.001
C (-3.0802, 1.0066, 0.5031)  0.011
O (-2.2484, -0.0890, 0.0897)  0.004
C (-4.4575, 0.5525, 0.5274)  0.004
C (-5.5541, 1.3555, 0.8416)  0.000
C (-6.8125, 0.7895, 0.8067)  0.000
C (-6.9696, -0.5564, 0.4635)  0.000
C (-5.8866, -1.3618, 0.1458)  0.000
C (-4.6312, -0.7759, 0.1798)  0.002
S (-3.0881, -1.5206, -0.1954)  0.003
H (-5.4000, 2.3920, 1.1118)  0.000
H (-7.6813, 1.3850, 1.0484)  0.000
H (-7.9633, -0.9840, 0.4415)  0.000
H (-6.0270, -2.4011, -0.1171)  0.000
C (3.3681, 1.6474, 4.4992)  0.000
C (1.8522, 1.4677, 4.5866)  0.000
C (1.2623, 2.5287, 5.5160)  0.000
C (1.5428, 0.0811, 5.1667)  0.002
P (1.1156, 1.4143, 2.8589)  0.018
C (-0.6867, 1.4503, 3.1962)  -0.007
C (-1.4405, 2.5358, 3.6545)  0.000
C (-2.7824, 2.3961, 3.9660)  0.000
C (-3.4057, 1.1600, 3.8354)  0.000
C (-2.6768, 0.0673, 3.3942)  0.003
C (-1.3314, 0.2171, 3.0770)  0.000
C (1.5477, 2.9224, 1.8332)  -0.005
C (1.3626, 4.2899, 2.4975)  -0.001
C (0.6431, 2.8516, 0.6122)  0.024
C (3.0022, 2.7948, 1.3628)  -0.002
H (3.8064, 1.4229, 5.4744)  0.000
H (3.6425, 2.6731, 4.2540)  0.000
H (3.8231, 0.9746, 3.7684)  0.000
H (1.7302, 2.4421, 6.5000)  0.000
H (0.1905, 2.3921, 5.6561)  0.000
H (1.4430, 3.5425, 5.1607)  0.000
H (1.9431, 0.0236, 6.1812)  0.000
H (2.0041, -0.7138, 4.5757)  0.001
H (0.4698, -0.1077, 5.2237)  0.000
H (-0.9788, 3.5044, 3.7810)  0.000
H (-3.3411, 3.2476, 4.3311)  0.000
H (-4.4505, 1.0483, 4.0966)  0.000
H (-3.1481, -0.9045, 3.3096)  0.000
H (-0.7575, -0.6503, 2.7659)  -0.001
H (0.3427, 4.4542, 2.8377)  0.000
H (1.5960, 5.0858, 1.7851)  0.000
H (2.0418, 4.4061, 3.3409)  0.000
H (-0.4012, 3.0339, 0.8538)  0.000
H (0.7359, 1.8784, 0.0552)  0.000
H (0.9637, 3.5816, -0.1375)  0.001
H (3.7151, 2.8257, 2.1814)  0.000
H (3.2310, 3.6322, 0.6987)  0.000
H (3.1667, 1.8700, 0.8047)  -0.001

calculated total energy: -74512.5309 eV
spin multiplicity: 2
relative energy (zero: lowest compared OMol25 entry of this formula, charge and spin): 282.1 kJ/mol
HOMO level (spin up / spin down): -0.4633 / -0.4628 Eh
frontier orbital gap (spin up / spin down): 5.59 / 5.44 eV
E_LUMO (spin up / spin down): -7.02 / -7.15 eV
total charge: +2

---

(3)
Below is C20H16ClFN3O8SZr as an isolated structure in a non-equilibrium geometry, with properties calculated with ωB97M-V with the def2-TZVPD basis set.

Last column: natural (NBO) charge in e.
Element x y z (Å)
Zr (0.8065, -0.5825, 0.7244)  2.109
O (-0.7321, -1.7088, -0.1104)  -0.643
N (-0.6401, -2.9320, -0.6252)  0.007
C (-1.7155, -3.7292, -0.5277)  0.070
C (-1.7386, -4.9827, -1.0703)  -0.303
C (-0.5946, -5.4364, -1.7371)  -0.171
C (0.5049, -4.6245, -1.8076)  -0.241
C (0.5205, -3.3379, -1.2247)  0.053
S (1.8705, -2.3281, -1.2258)  -0.148
H (-2.5400, -3.2925, 0.0147)  0.225
H (-2.6173, -5.6006, -0.9642)  0.218
H (-0.5773, -6.4234, -2.1812)  0.210
H (1.4154, -4.9434, -2.2929)  0.228
C (-2.2883, 1.3735, -1.4902)  -0.666
C (-2.2809, 1.2672, -0.0072)  0.413
N (-1.3582, 0.6829, 0.7154)  -0.472
C (-1.7183, 0.8403, 2.0245)  0.013
C (-2.8932, 1.5423, 2.0996)  -0.008
N (-3.2329, 1.7963, 0.7959)  -0.485
C (-3.7620, 2.0044, 3.1990)  0.765
O (-3.3677, 1.7121, 4.4121)  -0.671
O (-4.7772, 2.6230, 2.9472)  -0.631
C (-0.8074, 0.3584, 3.0957)  0.811
O (-1.1614, 0.4790, 4.2784)  -0.663
O (0.2933, -0.1322, 2.6969)  -0.737
H (-1.5952, 0.6396, -1.8943)  0.274
H (-1.9518, 2.3673, -1.7949)  0.230
H (-3.2888, 1.2066, -1.8897)  0.218
H (-4.0530, 2.3236, 0.5437)  0.438
H (-2.4747, 1.2140, 4.3992)  0.507
C (2.2397, -2.5434, 3.0281)  -0.740
C (1.1724, -2.4761, 1.9356)  0.182
O (0.4224, -3.4484, 1.8338)  -0.661
H (2.4453, -3.5761, 3.3194)  0.197
H (1.8374, -2.0011, 3.8873)  0.230
H (3.1471, -2.0344, 2.7015)  0.224
Cl (3.9358, 5.5995, -4.1344)  -0.020
C (3.1684, 4.4111, -3.1232)  -0.027
C (3.3406, 4.4758, -1.7496)  -0.249
C (2.7144, 3.5342, -0.9490)  -0.162
C (1.9371, 2.5357, -1.5195)  -0.078
C (1.7914, 2.4749, -2.9004)  -0.169
C (2.4001, 3.4186, -3.7109)  -0.251
C (1.2556, 1.5222, -0.6490)  0.744
O (0.8115, 0.4668, -1.1927)  -0.734
O (1.1483, 1.7333, 0.5790)  -0.685
H (3.9545, 5.2553, -1.3196)  0.223
H (2.8236, 3.5597, 0.1272)  0.242
H (1.2051, 1.6699, -3.3237)  0.237
H (2.2895, 3.3881, -4.7863)  0.222
F (2.7150, -0.3417, 0.8429)  -0.672

calculated total energy: -69214.8670 eV
spin multiplicity: 1
relative energy (zero: lowest compared OMol25 entry of this formula, charge and spin): 34.5 kJ/mol
HOMO level: -0.1459 Eh
frontier orbital gap: 6.38 eV
E_LUMO: 2.41 eV
total charge: -1